[1]
{
  "formula": "C6H13Cl4N2",
  "method": "wB97M-V/def2-TZVPD",
  "gap_ev": 9.67,
  "total_charge": 1,
  "energy_ev": -59494.2099,
  "relative_energy_ev": 1.075,
  "species": ["H", "Cl", "Cl", "H", "C", "H", "C", "H", "H", "Cl", "H", "H", "H", "N", "N", "H", "H", "Cl", "C", "H", "C", "C", "C", "H", "H"],
  "xyz": [[-1.63705, 3.34728, -0.71130], [3.76637, -1.69533, -3.12305], [1.05578, -1.66289, 1.75458], [0.32179, -2.14788, -0.79001], [-1.70714, -1.79274, 1.70061], [1.75845, -1.83576, -1.82114], [0.91922, -0.21014, -1.03940], [-1.51334, -1.37732, 0.76688], [1.18445, 2.49111, 0.68610], [-0.49260, -2.25093, 4.14867], [-1.59743, -2.82837, 1.40632], [1.63085, 0.83987, 1.13475], [0.32336, 2.67834, -1.68502], [1.05699, 1.45335, 0.67841], [0.91988, -1.44932, -1.32806], [-0.54017, 1.11559, -2.15119], [-2.74056, -1.54562, 2.07036], [-0.84519, 0.30358, 2.87633], [-0.30267, 1.79582, -1.40457], [4.05166, -0.82201, -4.09283], [-1.53881, 2.24185, -0.61549], [-0.63107, -1.37679, 2.69081], [0.57572, 0.96827, -0.48169], [-2.48348, 1.77561, -1.12229], [-1.53503, 1.98446, 0.45221]],
  "lowdin_charge": [0.087, 0.310, 0.510, 0.136, -0.233, 0.042, -0.013, 0.020, 0.168, 0.685, 0.078, 0.026, 0.147, 0.139, 0.151, 0.087, 0.115, 0.688, -0.160, -0.157, -0.078, -1.579, -0.334, 0.118, 0.048]
}


[2]
{
  "formula": "C9H21BO4",
  "method": "wB97M-V/def2-TZVPD",
  "smiles": "CCB(O)OC(=O)O.CCCCCC",
  "gap_ev": 11.36,
  "energy_ev": -18541.6604,
  "species": ["H", "H", "C", "H", "O", "H", "C", "H", "H", "H", "H", "O", "H", "C", "C", "H", "O", "H", "H", "H", "C", "B", "C", "H", "C", "H", "H", "H", "H", "C", "H", "O", "H", "H", "C"],
  "xyz": [[1.28419, -4.40165, -1.47940], [0.81806, -1.04293, 0.43189], [0.04663, 3.27088, -1.27563], [-1.00695, 1.44261, -0.81646], [-1.28514, -4.31254, 1.83262], [1.07989, -5.24004, 1.42018], [1.84093, -5.28401, 0.57319], [2.25692, 1.85519, 1.02137], [-0.83083, 4.54143, 0.24931], [-2.68179, 3.00979, -0.52207], [-3.08902, 4.70965, -0.75233], [1.10432, -1.83981, 0.94982], [1.62273, 3.50975, 1.08927], [-0.96635, 4.32001, -0.81398], [1.44984, 2.48118, 1.41305], [2.87997, -5.18745, 1.06146], [-0.91079, -2.89763, -0.01944], [-0.04505, 0.95229, 1.34762], [-2.47892, -4.60506, -0.91324], [-0.70156, 2.57447, 1.39596], [1.55074, -4.03645, -0.42502], [0.52956, -2.93406, 0.17309], [-2.41105, 3.91401, -1.07203], [1.51012, 2.46293, 2.50479], [-1.57227, -3.91262, 0.69450], [1.05517, 3.67764, -1.14979], [-0.76607, 5.25440, -1.34913], [1.75199, -6.28289, 0.01547], [-2.58018, 3.73422, -2.13709], [0.09291, 1.96576, 0.95376], [0.72480, 1.25694, -0.97757], [-2.71003, -4.48232, 0.04104], [-0.07718, 3.10825, -2.35280], [2.56551, -3.49836, -0.54396], [-0.05110, 1.91646, -0.56847]],
  "lowdin_charge": [0.106, 0.093, -0.228, 0.102, 0.117, 0.064, -0.106, 0.076, 0.099, 0.066, 0.070, 0.088, 0.066, -0.272, -0.107, 0.086, 0.142, 0.095, 0.129, 0.102, -0.131, -0.437, -0.114, 0.073, -0.441, 0.101, 0.105, 0.081, 0.075, -0.270, 0.105, 0.081, 0.110, 0.110, -0.235]
}


[3]
{
  "formula": "C23H52Cl2P2SiTl",
  "method": "wB97M-V/def2-TZVPD",
  "gap_ev": 6.50,
  "total_charge": -1,
  "energy_ev": -80889.5665,
  "species": ["C", "C", "H", "C", "C", "H", "H", "H", "H", "Si", "C", "H", "H", "C", "H", "C", "P", "H", "H", "C", "C", "H", "H", "H", "H", "H", "H", "H", "C", "H", "C", "H", "H", "H", "H", "H", "H", "H", "Tl", "C", "H", "P", "H", "H", "C", "C", "H", "H", "C", "Cl", "C", "C", "H", "H", "H", "H", "H", "H", "H", "H", "H", "H", "H", "C", "H", "Cl", "C", "H", "C", "C", "H", "H", "C", "C", "H", "H", "H", "H", "H", "H", "H"],
  "xyz": [[4.47069, 2.00193, -1.35322], [-2.82251, -3.27947, 0.63423], [1.38767, 4.57767, 4.05935], [3.45398, 0.90517, 1.72105], [3.21334, -1.46287, -1.94038], [3.04906, 1.11387, -2.73736], [4.80781, -0.10153, 0.33841], [4.65639, 2.82545, -2.05436], [-0.35921, 2.43450, 5.40011], [-0.11587, 2.92095, 2.97378], [-3.45724, -1.90062, 0.40117], [-4.43342, -3.49455, -1.80180], [4.99180, -2.19842, -2.88616], [-1.56971, 4.08850, 2.77545], [-1.29580, 1.29371, 4.41865], [3.64788, -1.58487, 1.43668], [-2.60053, -0.99581, -1.00251], [5.26607, 1.25468, -1.48277], [3.64734, -3.36393, -0.93657], [-3.39348, 0.66406, -1.17792], [4.70055, -1.33285, -2.27840], [2.63900, -3.47900, -2.39729], [-3.75445, 1.53766, 0.80050], [-3.33992, -3.75953, 1.47771], [-3.09527, 2.64516, -0.41435], [-2.88250, 1.03906, -2.07900], [4.24933, -1.54093, 2.35307], [-3.92774, -1.72882, 2.48838], [-3.44904, -1.11197, 1.71237], [3.90139, 0.66728, 2.69405], [2.83501, -2.88104, -1.49459], [-2.24749, -3.40769, -3.88046], [-5.08978, 0.11302, -2.43819], [4.90528, -0.42276, -2.85698], [1.90755, -2.90808, -0.88920], [2.60088, -1.77527, 1.72791], [2.59397, -1.20518, -2.82102], [5.32321, -1.33191, -1.36920], [-0.23730, -1.03765, 0.08811], [-3.04062, 1.61715, -0.03053], [2.32379, 3.45792, -1.81947], [2.71128, -0.10711, -0.76155], [-1.00715, -2.44740, -3.03979], [-4.49451, -2.01956, 0.05279], [1.44290, 3.96151, 3.15450], [-0.35561, 1.84369, 4.48371], [-2.01432, 1.46383, 0.34307], [1.65290, 2.53373, -0.42188], [-4.88928, 0.56057, -1.45508], [0.09229, -1.52807, 2.59806], [-4.43622, -2.63791, -2.48479], [0.36663, 0.91247, 0.67687], [2.36444, 0.99165, 1.84368], [-3.99501, -0.16756, 1.64910], [4.50545, 2.40019, -0.33128], [3.84235, 1.87353, 1.38906], [-1.76459, -3.17303, 0.92315], [2.33381, 3.32909, 3.22668], [-2.89194, -3.94350, -0.23339], [-5.31879, 1.57301, -1.46238], [-2.41432, -0.92268, 2.04826], [-4.65034, -3.01510, -3.49231], [-3.09287, -1.15397, -3.29900], [3.08725, 1.44344, -1.68136], [1.08443, 2.17265, -2.04845], [-0.46658, 0.09826, -2.52526], [3.78710, -0.22603, 0.74130], [1.57035, 4.62724, 2.29506], [-1.96964, -2.95360, -2.92222], [0.08597, 1.77318, 1.54577], [-5.24957, -1.95951, -2.20783], [-1.67668, 4.71439, 3.67322], [-3.06641, -1.95176, -2.53216], [1.96962, 2.47702, -1.47456], [-1.86354, -3.75266, -2.17925], [-1.42900, 4.75602, 1.91639], [-5.42001, -0.01913, -0.68223], [4.02232, -2.41145, 0.82267], [0.43896, 1.09942, 4.54454], [-2.51093, 3.54462, 2.63208], [0.15918, -2.61248, -0.68440]],
  "lowdin_charge": [-0.133, -0.132, 0.023, -0.121, -0.545, 0.105, 0.081, 0.071, 0.021, 0.422, -0.561, 0.069, 0.068, -0.193, 0.028, -0.116, 0.875, 0.056, 0.060, -0.555, -0.138, 0.076, 0.062, 0.081, 0.085, 0.059, 0.073, 0.082, -0.124, 0.076, -0.151, 0.074, 0.063, 0.061, -0.017, 0.016, 0.095, 0.068, 0.220, -0.120, 0.069, 0.990, 0.015, 0.083, -0.186, -0.190, 0.024, 0.034, -0.123, -0.086, -0.123, -0.378, 0.031, 0.051, 0.058, 0.055, 0.016, 0.018, 0.055, 0.077, 0.011, 0.077, 0.099, -0.539, 0.009, -0.064, -0.547, 0.028, -0.149, -0.223, 0.052, 0.026, -0.534, -0.144, 0.061, 0.029, 0.074, 0.052, 0.020, 0.021, -0.013]
}


[4]
{
  "formula": "C4H9NO2",
  "method": "wB97M-V/def2-TZVPD",
  "smiles": "CCC=O.NC=O",
  "gap_ev": 10.59,
  "energy_ev": -9878.8933,
  "relative_energy_ev": 1.167,
  "species": ["C", "H", "H", "H", "C", "H", "O", "C", "N", "H", "H", "H", "H", "O", "C", "H"],
  "xyz": [[2.54798, -0.01345, 0.23185], [-2.22788, -1.05075, -0.86878], [1.06345, -1.36021, -0.24268], [-0.81643, 1.89055, -0.69792], [-1.05847, 0.10982, 0.56297], [-2.49847, 1.34963, -0.52786], [-0.59031, -2.09780, -0.35052], [-1.25502, -1.08186, -0.33701], [1.88769, -0.87099, -0.58326], [-1.73658, -0.19306, 1.36574], [2.28808, -1.17754, -1.45751], [-1.68336, 2.17910, 0.81012], [-0.05453, 0.17456, 1.00447], [2.16266, 0.40377, 1.31385], [-1.54150, 1.45603, -0.00138], [3.51270, 0.28219, -0.22209]],
  "lowdin_charge": [-0.410, 0.127, 0.045, 0.075, -0.205, 0.070, 0.016, -0.251, 0.132, 0.126, 0.101, 0.076, 0.086, -0.015, -0.094, 0.121]
}


[5]
{
  "formula": "C4H10N4",
  "method": "wB97M-V/def2-TZVPD",
  "smiles": "C[C@@]1([NH3+])CC(=[NH2+])N=N1",
  "gap_ev": 8.67,
  "total_charge": 2,
  "energy_ev": -10250.3384,
  "relative_energy_ev": 3.002,
  "species": ["N", "H", "N", "H", "H", "H", "C", "H", "C", "H", "H", "H", "H", "N", "N", "C", "C", "H"],
  "xyz": [[-0.52257, 1.30537, -0.39011], [-0.18260, -0.55611, -3.69323], [0.92039, 1.11273, 1.58005], [1.84913, 0.63504, 1.57021], [-1.31807, 0.82636, 2.11685], [1.06633, 2.14934, 1.21660], [-0.03008, -0.41526, -1.72729], [-2.13850, -0.27219, 0.80373], [-0.01737, 0.35227, 0.63270], [-1.25957, -0.86068, 2.07347], [0.59173, 1.13320, 2.53527], [0.18256, -1.64672, -0.03775], [0.34404, -2.07239, -2.90711], [0.05185, -1.07294, -2.82590], [-0.45893, 0.95696, -1.55218], [-1.23519, 0.02282, 1.39521], [0.57424, -0.75199, -0.33817], [1.58264, -0.84581, -0.45235]],
  "lowdin_charge": [0.136, 0.196, 0.280, 0.196, 0.103, 0.248, -0.132, 0.142, -0.431, 0.133, 0.164, 0.111, 0.209, 0.335, 0.155, -0.006, 0.048, 0.114]
}


Which formula does entry 4 have? C4H9NO2


What is the formula in the fourth record? C4H9NO2